Record 1
Entry from OMol25: a cluster of 2 separate species, C3H12NO in total in a non-equilibrium geometry (ωB97M-V/def2-TZVPD).

The calculation puts the energy above the lowest of the compared OMol25 structures with the same formula, charge and spin at 1.976 eV. As for the spin multiplicity: 2. The value obtained for the HOMO-LUMO gap (spin up / spin down) is 12.05 / 3.88 eV. As for the HOMO energy (spin up / spin down): -21.27 / -20.98 eV. For the LUMO energy (spin up / spin down), the calculation gives -9.22 / -17.10 eV. As for the total charge: +2.

Last columns: bonded neighbours and bond lengths (Å).
CARTESIAN COORDINATES (ANGSTROEM)
1 C -1.89424 0.32514 0.45410  C2 1.513, H5 1.104, H6 1.096, H7 1.092
2 C -0.88107 0.84255 -0.54347  C1 1.513, N3 1.519, H8 1.087, H9 1.090
3 N 0.37604 -0.00323 -0.43344  C2 1.519, C4 1.512, H10 1.032, H11 1.026
4 C 1.47424 0.31844 -1.42221  N3 1.512, H12 1.091, H13 1.089, H14 1.085
5 H -2.11546 -0.72403 0.19092  C1 1.104
6 H -2.88817 0.78565 0.41559  C1 1.096
7 H -1.54406 0.42701 1.48393  C1 1.092
8 H -0.62832 1.88506 -0.36716  C2 1.087
9 H -1.22016 0.65760 -1.56250  C2 1.090
10 H 0.79051 -0.17791 0.49570  N3 1.032
11 H 0.02820 -0.94279 -0.65262  N3 1.026
12 H 1.02907 0.13647 -2.40196  C4 1.091
13 H 1.59367 1.40096 -1.41969  C4 1.089
14 H 2.36989 -0.27691 -1.27967  C4 1.085
15 H 1.97086 -1.92412 2.38007  O17 1.002
16 H 0.31512 -1.42670 2.52819  O17 0.998
17 O 1.22388 -1.30320 2.13422  H15 1.002, H16 0.998

Record 2
Entry from OMol25: a cluster of 19 separate species, C9H54NO19 in total in a non-equilibrium geometry (ωB97M-V/def2-TZVPD).

The calculation puts the energy above the lowest of the compared OMol25 structures with the same formula, charge and spin at 4.772 eV. The value obtained for the HOMO-LUMO gap is 3.88 eV. As for the HOMO energy: -2.05 eV. For the LUMO energy, the calculation gives 1.82 eV. As for the total charge: -1.

Last columns: bonded neighbours and bond lengths (Å).
CARTESIAN COORDINATES (ANGSTROEM)
1 C -0.93653 2.30579 1.09383  C2 1.586, H12 1.090, H13 1.090, H14 1.090
2 C -0.68375 1.08749 0.11060  C1 1.586, C3 1.603, N7 1.556, C11 1.545
3 C 0.00423 1.64591 -1.22513  C2 1.603, C4 1.526, H15 1.090, H16 1.090
4 C 1.48237 1.99217 -1.06658  C3 1.526, C5 1.543, H17 1.090, H18 1.090
5 C 2.23980 0.77594 -0.49265  C4 1.543, C6 1.558, H19 1.090, H20 1.090
6 C 1.66143 0.19486 0.83226  C5 1.558, N7 1.503, C9 1.511, C10 1.564
7 N 0.18494 -0.05692 0.70819  C2 1.556, C6 1.503, O8 1.415
8 O -0.50296 -0.74639 1.73432  N7 1.415
9 C 1.94659 1.12864 1.98540  C6 1.511, H21 1.090, H22 1.090, H23 1.090
10 C 2.46750 -1.12852 1.04230  C6 1.564, H24 1.090, H25 1.090, H26 1.090
11 C -2.07341 0.57611 -0.33199  C2 1.545, H27 1.090, H28 1.090, H29 1.090
12 H -1.85590 2.85927 0.90274  C1 1.090
13 H -0.09453 2.98465 0.95867  C1 1.090
14 H -1.01148 1.97332 2.12918  C1 1.090
15 H -0.37868 2.60294 -1.57950  C3 1.090
16 H -0.14197 0.87679 -1.98353  C3 1.090
17 H 1.74035 2.89699 -0.51626  C4 1.090
18 H 1.91438 2.13229 -2.05746  C4 1.090
19 H 3.23850 1.14542 -0.25989  C5 1.090
20 H 2.18727 -0.05194 -1.19973  C5 1.090
21 H 1.24346 1.12962 2.81828  C9 1.090
22 H 1.92956 2.14774 1.59908  C9 1.090
23 H 2.84612 0.82349 2.52002  C9 1.090
24 H 2.09840 -1.95582 0.43613  C10 1.090
25 H 2.34833 -1.63227 2.00153  C10 1.090
26 H 3.51474 -0.92458 0.81912  C10 1.090
27 H -2.50987 -0.04134 0.45310  C11 1.090
28 H -2.00102 -0.03617 -1.23086  C11 1.090
29 H -2.79951 1.35116 -0.57727  C11 1.090
30 O -7.88665 -1.49458 0.11039  H31 0.957, H32 0.957
31 H -8.31462 -0.64176 0.03440  O30 0.957
32 H -7.21251 -1.48618 -0.56911  O30 0.957
33 O 5.08039 -7.23238 -1.49369  H34 0.957, H35 0.957
34 H 4.36683 -7.10265 -0.86899  O33 0.957
35 H 5.63376 -7.90125 -1.09043  O33 0.957
36 O -0.94298 -5.98879 4.85258  H37 0.957, H38 0.957
37 H -1.87386 -6.21162 4.85864  O36 0.957
38 H -0.86074 -5.31997 4.17276  O36 0.957
39 O 6.18002 5.10328 0.38763  H40 0.957, H41 0.957
40 H 6.68145 4.29830 0.25798  O39 0.957
41 H 6.14634 5.21465 1.33773  O39 0.957
42 O -3.43542 7.72062 -2.64798  H43 0.957, H44 0.957
43 H -2.72813 7.61855 -2.01114  O42 0.957
44 H -3.97247 6.93595 -2.53799  O42 0.957
45 O 0.13374 7.74689 0.33109  H46 0.957, H47 0.957
46 H 0.51998 8.45875 0.84130  O45 0.957
47 H 0.13677 6.99657 0.92543  O45 0.957
48 O -4.38163 1.82580 -6.55601  H49 0.957, H50 0.957
49 H -3.77977 1.26778 -6.06345  O48 0.957
50 H -3.82987 2.52744 -6.90169  O48 0.957
51 O -5.12089 -3.07143 3.41130  H52 0.957, H53 0.957
52 H -4.21905 -2.85640 3.17324  O51 0.957
53 H -5.65624 -2.47952 2.88285  O51 0.957
54 O 0.21907 -3.37083 -3.49268  H55 0.957, H56 0.957
55 H -0.42789 -3.80180 -2.93417  O54 0.957
56 H 0.48544 -2.59610 -2.99763  O54 0.957
57 O 9.26074 -1.11677 2.04618  H58 0.957, H59 0.957
58 H 8.37271 -1.28261 2.36263  O57 0.957
59 H 9.15274 -0.93460 1.11270  O57 0.957
60 O -0.73128 6.67025 5.03487  H61 0.957, H62 0.957
61 H -0.61618 7.60528 5.20430  O60 0.957
62 H -1.45823 6.41143 5.60128  O60 0.957
63 O 5.70913 -3.86675 -4.35919  H64 0.957, H65 0.957
64 H 5.50295 -4.30890 -3.53565  O63 0.957
65 H 6.66062 -3.76340 -4.34442  O63 0.957
66 O 3.88184 -0.20029 -6.09209  H67 0.957, H68 0.957
67 H 2.92772 -0.14584 -6.03801  O66 0.957
68 H 4.12169 -0.86129 -5.44265  O66 0.957
69 O -0.18455 -0.22888 6.51458  H70 0.957, H71 0.957
70 H -0.12813 -0.57649 5.62452  O69 0.957
71 H 0.37101 0.55051 6.50348  O69 0.957
72 O -8.71277 2.91925 0.53639  H73 0.957, H74 0.957
73 H -8.04468 3.58671 0.38022  O72 0.957
74 H -9.52128 3.30560 0.19982  O72 0.957
75 O 2.29315 -8.04883 1.38792  H76 0.957, H77 0.957
76 H 1.78423 -8.71351 1.85208  O75 0.957
77 H 2.97036 -7.78636 2.01140  O75 0.957
78 O -0.98196 -5.34701 0.12756  H79 0.957, H80 0.957
79 H -0.25662 -5.80493 0.55231  O78 0.957
80 H -0.85292 -4.42702 0.35820  O78 0.957
81 O -6.57936 -1.56819 -4.81631  H82 0.957, H83 0.957
82 H -7.53388 -1.62989 -4.77983  O81 0.957
83 H -6.40633 -0.65331 -5.03832  O81 0.957